Entry 1:
Entry from OMol25: a molecular structure, C25H18IN2O3Ti (wB97M-V/def2-TZVPD).

Results
energy = -2445.928537 Eh
charge = 0
Kohn-Sham gap (spin up / spin down) = 0.2692 / 0.2858 hartree
relative energy (zero: lowest compared OMol25 entry of this formula, charge and spin) = 0.00 kJ/mol
2S+1 = 2

Element x y z (Å)
Ti1 -0.002 -0.198 -0.074
C1 -3.202 -2.842 -1.526
O1 -4.005 -2.522 -0.392
C2 -3.447 -2.315 0.837
C3 -4.262 -2.631 1.914
C4 -3.847 -2.453 3.226
C5 -2.590 -1.955 3.478
C6 -1.748 -1.595 2.417
C7 -0.444 -1.074 2.744
N1 0.342 -0.508 1.889
N2 1.607 -0.145 2.334
C8 2.327 0.225 1.314
O2 1.878 0.228 0.083
C9 3.743 0.592 1.536
C10 4.602 0.727 0.448
C11 5.932 1.057 0.652
C12 6.408 1.262 1.938
C13 5.553 1.137 3.024
C14 4.225 0.802 2.827
C15 -2.171 -1.767 1.075
O3 -1.372 -1.421 0.068
H1 -3.893 -3.263 -2.254
H2 -2.442 -3.586 -1.276
H3 -2.720 -1.960 -1.943
H4 -5.241 -3.035 1.691
H5 -4.508 -2.719 4.040
H6 -2.242 -1.822 4.494
H7 -0.097 -1.164 3.770
H8 4.215 0.574 -0.550
H9 6.598 1.156 -0.195
H10 7.446 1.524 2.096
H11 5.923 1.304 4.027
H12 3.548 0.699 3.663
I1 0.014 0.118 -2.944
C16 -1.196 1.836 -2.716
C17 -1.617 2.451 -3.860
C18 -2.416 3.606 -3.770
C19 -2.757 4.095 -2.543
C20 -2.322 3.460 -1.356
C21 -2.688 3.985 -0.094
C22 -2.271 3.375 1.051
C23 -1.475 2.212 0.980
C24 -1.076 1.635 -0.209
C25 -1.514 2.287 -1.410
H13 -1.343 2.062 -4.831
H14 -2.751 4.093 -4.675
H15 -3.371 4.983 -2.456
H16 -3.303 4.877 -0.062
H17 -2.550 3.776 2.017
H18 -1.173 1.762 1.921

Atomic partial charges in e from the Löwdin method, atoms 1 to 4: Ti 0.8063; C -0.0611; O -0.0725; C -0.2036

---

Entry 2:
Entry from OMol25: 5 unconnected molecules or ions with the total composition C30H72BrClFO11P2 (wB97M-V/def2-TZVPD).

Results
energy = -5830.476747 Eh
charge = -1
Kohn-Sham gap = 0.2214 hartree
relative energy (zero: lowest compared OMol25 entry of this formula, charge and spin) = 265.46 kJ/mol

Element x y z (Å)
C1 0.267 -0.426 -0.143
C2 1.797 -0.295 0.307
C3 2.259 1.122 -0.132
P1 4.065 1.693 0.156
O1 5.670 2.315 0.370
Br1 4.564 1.032 -2.066
C4 3.521 3.400 -0.553
C5 4.649 4.488 -0.717
C6 3.932 5.758 -1.382
C7 4.906 7.000 -1.143
C8 4.429 7.875 0.081
C9 5.529 7.982 1.213
C10 5.302 6.928 2.369
O2 6.207 5.833 2.275
C11 6.888 5.619 3.498
C12 4.719 -0.030 0.690
C13 4.579 -0.495 2.169
C14 4.840 -2.074 2.136
F1 5.623 -0.047 3.010
P2 3.708 2.380 2.277
O3 3.658 4.112 2.295
Cl1 1.784 1.845 2.980
H1 0.156 -0.313 -1.240
H2 -0.095 -1.438 0.185
H3 -0.312 0.314 0.448
H4 1.775 -0.509 1.395
H5 2.291 -1.144 -0.228
H6 2.131 1.120 -1.248
H7 1.529 1.914 0.180
H8 6.256 2.017 -0.329
H9 2.604 3.818 -0.059
H10 3.187 3.201 -1.606
H11 5.425 4.194 -1.458
H12 5.060 4.861 0.241
H13 3.886 5.620 -2.492
H14 2.937 5.948 -0.929
H15 5.907 6.589 -0.850
H16 5.080 7.585 -2.074
H17 4.232 8.911 -0.302
H18 3.471 7.480 0.494
H19 5.477 8.982 1.714
H20 6.534 7.887 0.750
H21 5.448 7.391 3.381
H22 4.231 6.631 2.316
H23 6.189 5.536 4.363
H24 7.513 4.700 3.470
H25 7.585 6.472 3.708
H26 5.832 0.031 0.556
H27 4.466 -0.849 -0.025
H28 3.582 -0.424 2.640
H29 5.276 -2.393 3.107
H30 5.452 -2.363 1.256
H31 3.838 -2.552 2.013
H32 2.863 4.339 2.793
C15 -3.757 0.853 0.445
O4 -2.805 1.175 -0.555
C16 -3.293 0.940 -1.869
C17 -3.737 2.233 -2.534
O5 -4.874 2.788 -1.880
C18 -4.532 3.857 -1.013
H33 -3.422 1.288 1.387
H34 -4.747 1.253 0.211
H35 -3.817 -0.234 0.560
H36 -4.104 0.205 -1.857
H37 -2.465 0.515 -2.444
H38 -4.035 2.013 -3.564
H39 -2.916 2.956 -2.569
H40 -4.313 4.757 -1.598
H41 -3.675 3.613 -0.382
H42 -5.390 4.058 -0.370
C19 -4.189 -5.967 1.158
O6 -5.539 -5.768 0.760
C20 -6.192 -4.769 1.532
C21 -6.258 -3.446 0.787
O7 -4.963 -2.892 0.602
C22 -4.464 -3.110 -0.710
H43 -3.688 -6.543 0.380
H44 -3.658 -5.021 1.287
H45 -4.155 -6.536 2.092
H46 -5.701 -4.645 2.502
H47 -7.211 -5.122 1.714
H48 -6.830 -2.733 1.389
H49 -6.773 -3.563 -0.172
H50 -4.959 -2.431 -1.412
H51 -4.609 -4.143 -1.034
H52 -3.396 -2.893 -0.708
C23 0.364 -8.706 5.092
O8 0.416 -7.305 5.302
C24 0.268 -6.565 4.095
C25 -1.144 -6.023 3.945
O9 -2.091 -7.074 3.777
C26 -2.795 -7.365 4.973
H53 0.228 -9.188 6.060
H54 -0.466 -8.990 4.441
H55 1.307 -9.052 4.656
H56 0.546 -7.174 3.229
H57 0.963 -5.723 4.150
H58 -1.187 -5.405 3.043
H59 -1.411 -5.391 4.797
H60 -3.546 -6.590 5.160
H61 -2.125 -7.440 5.833
H62 -3.302 -8.321 4.843
C27 -2.503 -0.171 -5.775
O10 -3.873 -0.299 -5.420
C28 -4.742 0.201 -6.428
C29 -5.333 -0.926 -7.261
O11 -4.333 -1.589 -8.024
C30 -3.926 -2.817 -7.440
H63 -1.915 -0.788 -5.096
H64 -2.314 -0.504 -6.798
H65 -2.188 0.871 -5.664
H66 -4.225 0.927 -7.063
H67 -5.557 0.722 -5.917
H68 -6.047 -0.499 -7.971
H69 -5.873 -1.636 -6.627
H70 -4.693 -3.581 -7.607
H71 -3.738 -2.716 -6.369
H72 -3.004 -3.133 -7.927

Atomic partial charges in e from the Löwdin method, atoms 1 to 4: C -0.1312; C -0.3163; C -0.4472; P 0.2213

---

Entry 3:
Entry from OMol25: a molecular structure, C13H13ClF6N2O11P3Ti (wB97M-V/def2-TZVPD).

Results
energy = -4373.824502 Eh
charge = 0
Kohn-Sham gap (spin up / spin down) = 0.2725 / 0.2938 hartree
relative energy (zero: lowest compared OMol25 entry of this formula, charge and spin) = 15.96 kJ/mol
2S+1 = 2

Element x y z (Å)
Ti1 0.266 -0.018 0.311
C1 -1.806 0.043 4.040
C2 -0.491 0.762 3.779
O1 -0.091 1.389 4.966
P1 -0.633 2.013 2.436
O2 -2.127 2.205 1.963
O3 -0.232 3.356 3.129
O4 0.259 1.710 1.243
P2 0.963 -0.444 3.370
O5 -1.315 -0.575 1.041
O6 2.153 0.241 3.940
O7 1.022 -0.779 1.829
H1 -2.560 0.766 4.351
H2 -1.642 -0.660 4.856
H3 -2.155 -0.488 3.160
H4 0.882 1.424 4.973
H5 -2.285 1.898 1.056
H6 -0.217 4.134 2.552
H7 -2.027 -0.430 0.407
O8 -1.449 -0.823 -5.247
C3 -0.755 -1.888 -4.877
O9 -0.487 -2.780 -5.635
C4 -0.328 -1.957 -3.443
C5 0.386 -3.004 -2.866
Cl1 0.934 -4.452 -3.535
N1 0.585 -2.719 -1.563
N2 -0.002 -1.554 -1.254
C6 -0.546 -1.083 -2.372
C7 -1.201 0.258 -2.231
O10 -1.761 0.801 -3.165
O11 -1.115 0.724 -1.025
C8 1.183 -3.521 -0.533
C9 0.406 -3.862 0.561
C10 0.976 -4.601 1.584
C11 2.305 -4.993 1.498
C12 3.069 -4.641 0.393
C13 2.512 -3.894 -0.631
H8 -1.586 -0.166 -4.519
H9 -0.627 -3.541 0.607
H10 0.383 -4.873 2.446
H11 2.749 -5.569 2.299
H12 4.109 -4.934 0.337
H13 3.102 -3.577 -1.480
F1 1.393 0.923 -1.100
P3 3.126 0.530 -0.990
F2 3.008 0.021 -2.488
F3 4.618 0.081 -0.829
F4 2.990 1.006 0.536
F5 2.542 -0.937 -0.492
F6 3.437 2.000 -1.458

Atomic partial charges in e from the Löwdin method, atoms 1 to 4: Ti 1.2040; C -0.0711; C -0.6203; O -0.0535

---

Entry 4:
Entry from OMol25: a single C6H10 molecule (wB97M-V/def2-TZVPD).

Results
energy = -234.553777 Eh
charge = 0
Kohn-Sham gap = 0.4071 hartree
relative energy (zero: lowest compared OMol25 entry of this formula, charge and spin) = 127.95 kJ/mol

Element x y z (Å)
C1 -1.365 0.322 0.815
C2 -1.761 -0.029 -0.595
C3 -0.326 -0.025 -0.196
C4 0.668 -1.160 0.029
C5 1.713 -0.047 0.300
C6 0.829 0.913 -0.536
H1 -1.563 -0.403 1.601
H2 -1.446 1.359 1.128
H3 -2.120 0.772 -1.235
H4 -2.245 -0.986 -0.765
H5 0.891 -1.699 -0.901
H6 0.450 -1.879 0.826
H7 2.750 -0.211 -0.003
H8 1.686 0.243 1.356
H9 1.091 0.870 -1.602
H10 0.748 1.960 -0.222

Atomic partial charges in e from the Löwdin method, atoms 1 to 4: C -0.0978; C -0.0797; C -0.4676; C -0.1188

---

Entry 5:
Entry from OMol25: a single C4H5BrN2O molecule (wB97M-V/def2-TZVPD).

Results
energy = -2914.143381 Eh
charge = 0
Kohn-Sham gap = 0.3317 hartree
relative energy (zero: lowest compared OMol25 entry of this formula, charge and spin) = 82.35 kJ/mol

Element x y z (Å)
C1 -0.088 -2.357 -0.050
C2 -1.154 -0.557 0.137
C3 0.185 -0.212 0.109
C4 0.343 2.209 -0.071
N1 -1.296 -1.928 0.135
N2 0.877 -1.355 -0.123
O1 0.928 0.908 0.322
Br1 -2.606 0.706 0.184
H1 -0.013 -3.443 -0.209
H2 -0.706 2.161 0.159
H3 0.697 2.424 -1.067
H4 0.974 2.867 0.599
H5 1.859 -1.423 -0.124

Atomic partial charges in e from the Löwdin method, atoms 1 to 4: C -0.2056; C -0.6581; C -0.3816; C -0.0358

---

Entry 6:
Entry from OMol25: a single C17H22N4O5S molecule (wB97M-V/def2-TZVPD).

Results
energy = -1654.371098 Eh
charge = 0
Kohn-Sham gap = 0.3430 hartree
relative energy (zero: lowest compared OMol25 entry of this formula, charge and spin) = 371.39 kJ/mol

Element x y z (Å)
C1 3.254 -2.953 3.346
H1 2.715 -2.286 2.668
H2 4.124 -2.445 3.756
O1 2.457 -3.316 4.454
C2 1.247 -3.937 4.106
C3 0.265 -2.961 3.547
N1 0.313 -2.346 2.416
N2 -0.743 -1.505 2.355
C4 -1.390 -1.652 3.469
N3 -2.532 -1.054 3.897
C5 -3.321 -0.128 3.223
O2 -4.436 0.094 3.619
C6 -2.682 0.536 2.060
C7 -1.477 1.219 2.209
C8 -0.912 1.854 1.121
C9 -1.547 1.802 -0.105
C10 -2.755 1.150 -0.259
C11 -3.334 0.525 0.831
H3 -4.282 0.019 0.739
H4 -3.233 1.156 -1.226
S1 -0.726 2.500 -1.540
O3 0.149 3.548 -1.102
O4 -1.724 2.795 -2.530
N4 0.178 1.200 -2.009
C12 -0.417 0.245 -2.914
H5 -1.361 0.683 -3.241
C13 0.457 -0.071 -4.125
H6 -0.082 -0.786 -4.751
C14 0.805 1.161 -4.960
C15 1.421 2.308 -4.149
C16 2.367 1.831 -3.049
H7 2.954 2.684 -2.707
C17 1.606 1.236 -1.836
H8 1.949 0.221 -1.611
H9 1.780 1.856 -0.958
H10 3.060 1.093 -3.458
H11 0.632 2.909 -3.695
H12 1.971 2.959 -4.832
H13 -0.097 1.529 -5.453
H14 1.506 0.851 -5.739
H15 1.373 -0.560 -3.790
H16 -0.629 -0.684 -2.366
H17 0.013 2.401 1.204
H18 -0.996 1.263 3.174
H19 -2.940 -1.444 4.740
O5 -0.811 -2.565 4.282
H20 1.417 -4.737 3.371
H21 0.839 -4.357 5.028
H22 3.573 -3.843 2.792

Atomic partial charges in e from the Löwdin method, atoms 1 to 4: C -0.1014; H 0.0723; H 0.0907; O -0.1684

---

Q: What is the charge in the first record?
A: 0

---

Q: Among the records above, which one has the lowest relative energy (zero: lowest compared OMol25 entry of this formula, charge and spin)?
A: C25H18IN2O3Ti